Computed, not measured: a single C6H12O molecule at a distorted geometry, with ωB97M-V/def2-TZVPD.

Structure (XYZ):
```
19
Properties=species:S:1:pos:R:3:lowdin_charge:R:1
C -1.6819 -0.8384 -0.8397 -0.07
C -0.8375 0.1759 -0.0916 -0.40
C -1.7023 0.9360 0.9357 -0.07
C 0.2964 -0.5128 0.6103 -0.27
O 1.1745 -1.5038 0.1132 -0.01
C 1.7884 -0.2671 0.4020 -0.29
C 2.5973 0.3337 -0.7472 -0.03
H -2.4807 -0.3361 -1.3896 0.08
H -1.0579 -1.4066 -1.5341 0.08
H -2.1377 -1.5451 -0.1343 0.09
H -0.4093 0.9070 -0.7879 0.14
H -2.1435 0.2471 1.6697 0.08
H -2.5359 1.4304 0.4233 0.08
H -1.1569 1.7065 1.4955 0.08
H -0.0039 -0.8433 1.6286 0.16
H 1.8106 0.0775 1.4197 0.12
H 2.2751 -0.0916 -1.7068 0.08
H 3.6753 0.1074 -0.6633 0.08
H 2.5299 1.4235 -0.8034 0.07
```

Results
**Energy relative to the best compared isomer or geometry (same formula, charge and spin)**: 2.597 eV
**Total charge**: 0
**Gap between HOMO and LUMO**: 10.1 eV
**SMILES**: CC(C)[C@H]1O[C@H]1C
**Strongest force on any atom**: 2.99 eV Å⁻¹


Computed, not measured: a gas-phase ion, C3H7N2O (charge +1) at a distorted geometry, with ωB97M-V/def2-TZVPD.

Structure (XYZ):
```
13
Properties=species:S:1:pos:R:3:lowdin_charge:R:1
C 0.2379 -1.9528 1.5728 0.23
C -0.8609 0.1748 1.1227 -0.14
C 0.2731 0.7483 -2.1425 -0.07
N -0.3322 0.0606 -1.0586 0.02
N 0.1236 -0.7087 1.8469 -0.01
O -0.1884 0.7634 0.0551 -0.09
H 1.0175 -2.6162 2.1306 0.13
H -1.6893 -0.3802 0.7467 0.13
H -1.1522 1.1019 1.7056 0.17
H -0.6666 1.0241 -2.6883 0.12
H 0.8914 1.6357 -1.7139 0.13
H 0.7770 -0.1264 -2.7339 0.14
H 0.7805 -0.1114 2.5406 0.24
```

Results
**Energy relative to the best compared isomer or geometry (same formula, charge and spin)**: 7.976 eV
**Total charge**: +1
**Gap between HOMO and LUMO (alpha / beta)**: 5.0 / 10.4 eV
**Strongest force on any atom**: 3.13 eV Å⁻¹


Computed, not measured: 3 unconnected molecules or ions with the total composition C14H32INO9S2 at a distorted geometry, with ωB97M-V/def2-TZVPD.

Structure (XYZ):
```
59
Properties=species:S:1:pos:R:3:lowdin_charge:R:1
C -6.7678 3.7760 -1.7354 -0.13
C -5.1489 3.7272 -1.6504 -0.31
C -4.6929 4.3193 -0.2288 -0.73
I -4.5854 6.4977 -0.4699 0.79
N -3.3263 3.8208 0.0891 0.00
C -3.1074 3.6043 1.5212 -0.42
O -2.8355 4.6195 2.2165 0.07
O -3.1206 2.3489 2.1887 -0.05
C -4.4554 1.7881 2.2936 -0.16
C -4.3307 0.2175 1.9108 -0.12
C -4.0344 0.0996 0.3295 -0.20
O -3.2005 -1.0512 0.0183 -0.26
C -4.0439 -2.2483 -0.0529 -0.10
H -7.1555 3.3597 -0.7294 0.08
H -7.1603 3.0993 -2.5826 0.08
H -7.0708 4.8635 -1.8879 0.06
H -4.8425 2.6261 -1.8103 0.11
H -4.7312 4.3326 -2.5286 0.09
H -5.4826 4.0838 0.5573 0.08
H -3.0444 3.0191 -0.4889 0.11
H -4.8285 1.8212 3.3778 0.14
H -5.2174 2.2512 1.5810 0.12
H -3.4783 -0.2135 2.5379 0.13
H -5.2759 -0.3782 2.1477 0.11
H -5.0366 -0.0209 -0.2046 0.13
H -3.4520 1.0273 0.0182 0.11
H -3.3239 -3.1138 -0.2777 0.10
H -4.5598 -2.4351 0.9474 0.09
H -4.8025 -2.1807 -0.9075 0.10
C 0.2629 -0.8424 0.8257 -0.07
C -0.0893 -1.4330 -0.5266 -0.27
O 0.8024 -0.9780 -1.5466 -0.26
S 2.2729 -1.6407 -1.6370 0.60
C 2.7016 -1.0099 -3.2344 -0.12
O 2.1395 -3.0714 -1.7264 -0.28
O 3.1243 -1.0149 -0.6578 -0.28
H 1.2205 -1.2267 1.1848 0.07
H -0.5004 -1.0922 1.5655 0.08
H 0.3552 0.2445 0.7609 0.09
H -0.1094 -2.5264 -0.4880 0.12
H -1.0901 -1.1023 -0.8100 0.10
H 2.0292 -1.4401 -3.9754 0.07
H 3.7303 -1.3026 -3.4457 0.08
H 2.6199 0.0764 -3.2181 0.08
C 5.9320 -3.4097 -0.3847 -0.07
C 6.2047 -2.0131 0.1398 -0.27
O 7.1811 -2.0261 1.1827 -0.26
S 8.7381 -2.1820 0.7795 0.60
C 9.4183 -1.7339 2.3513 -0.13
O 9.0780 -1.1641 -0.1801 -0.28
O 9.0184 -3.5736 0.5414 -0.28
H 6.8040 -3.8109 -0.9065 0.07
H 5.0936 -3.4020 -1.0846 0.07
H 5.7044 -4.0938 0.4363 0.09
H 6.5073 -1.3388 -0.6668 0.12
H 5.2864 -1.6083 0.5702 0.11
H 9.1668 -0.6951 2.5611 0.07
H 10.5001 -1.8545 2.2952 0.08
H 9.0092 -2.3955 3.1141 0.07
```

Results
**Total charge**: 0
**Gap between HOMO and LUMO**: 9.7 eV
**SMILES**: CC[C@H](I)NC(=O)OCCCOC.CCOS(C)(=O)=O.CCOS(C)(=O)=O
**Strongest force on any atom**: 5.04 eV Å⁻¹


Values for electronic energy, hartree, ordered as above
-310.9638, -302.7469, -2378.4905